<P>
{"formula": "C4H10N4", "method": "wB97M-V/def2-TZVPD", "species": ["N", "N", "N", "N", "C", "C", "C", "C", "H", "H", "H", "H", "H", "H", "H", "H", "H", "H"], "xyz": [[0.2270, 0.1439, 1.8101], [1.0274, -0.6502, 1.2848], [-1.5890, 1.6651, 1.3533], [-0.5537, 0.8062, 0.9935], [-0.3578, 0.0807, -0.4638], [-1.5621, -0.7751, -0.8173], [0.9385, -0.8151, -0.1705], [2.2069, -0.2512, -0.7370], [2.6015, 0.5169, -0.1805], [3.1254, -0.9539, -0.7694], [-1.2261, 2.6842, 1.4626], [2.1334, 0.1221, -1.7018], [-0.2758, 0.8931, -1.3141], [-1.1896, -1.5348, -1.5827], [0.7536, -1.8109, -0.4770], [-1.7997, -1.3637, -0.0288], [-1.9595, 1.5024, 2.3041], [-2.5004, -0.2596, -0.9657]], "gap_ev": 9.548, "homo_ha": -0.312, "smiles": "C[C@@H]1[C@@H](C)N=NN1N", "spin_multiplicity": 1}

***

<Q>
{"formula": "C4H10N4", "method": "wB97M-V/def2-TZVPD", "species": ["N", "N", "N", "N", "C", "C", "C", "C", "H", "H", "H", "H", "H", "H", "H", "H", "H", "H"], "xyz": [[0.8483, -0.3244, -1.8752], [-0.0446, -0.6111, 0.6326], [0.2768, -1.9621, 0.3383], [2.9874, 1.4996, 0.6801], [-1.4110, -0.3760, 1.1184], [2.0207, 1.0596, 0.2168], [0.5536, 0.4210, -0.9244], [-0.3180, 1.6302, -1.0321], [0.1721, -2.5419, 1.1671], [-1.5113, 0.6650, 1.4162], [1.4056, -1.1445, -1.6570], [0.6798, -0.2318, 1.2499], [-1.6371, -1.0176, 1.9747], [-0.4799, 2.0903, -0.0620], [-1.2650, 1.3650, -1.5056], [0.1944, 2.3537, -1.6644], [-2.1146, -0.5907, 0.3135], [-0.3572, -2.2844, -0.3871]], "gap_ev": 9.638, "homo_ha": -0.339, "spin_multiplicity": 1}

***

<R>
{"formula": "C4H10N4", "method": "wB97M-V/def2-TZVPD", "species": ["N", "N", "N", "N", "C", "C", "C", "C", "H", "H", "H", "H", "H", "H", "H", "H", "H", "H"], "xyz": [[0.6891, 1.1305, -1.1154], [-2.3880, -0.1030, -0.7406], [-1.0339, -0.3229, -0.9392], [-0.4270, 0.6052, -1.8283], [0.8302, 0.4078, 0.0636], [-0.2271, -0.4122, 0.2018], [-0.5599, -1.3459, 1.3139], [1.9987, 0.6239, 0.9569], [-1.4835, -1.0376, 1.8143], [-2.8356, -0.0771, -1.6549], [2.9294, 0.4067, 0.4227], [1.9699, -0.0127, 1.8450], [-0.0950, 0.0612, -2.6302], [1.5536, 1.3108, -1.6219], [-0.6985, -2.3615, 0.9288], [-2.4809, 0.8487, -0.3817], [0.2271, -1.3870, 2.0715], [2.0315, 1.6651, 1.2936]], "gap_ev": 7.572, "homo_ha": -0.240, "smiles": "CC1=C(C)N(N)NN1", "spin_multiplicity": 1}

***

<S>
{"formula": "C4H10N4", "method": "wB97M-V/def2-TZVPD", "species": ["N", "N", "N", "N", "C", "C", "C", "C", "H", "H", "H", "H", "H", "H", "H", "H", "H", "H"], "xyz": [[0.0632, -0.6971, -1.5392], [-2.1253, 1.2389, 0.6142], [-1.3322, -0.8956, 0.9962], [2.3474, -0.7468, -1.7025], [1.3185, -0.3396, -1.0193], [-1.0397, 0.3955, 0.5997], [0.2168, 0.9465, 0.5426], [1.4613, 0.1189, 0.4207], [-0.9197, -0.4721, -1.4407], [0.0797, -1.5899, -2.0242], [-2.9471, 0.7923, 0.2192], [-0.5260, -1.3836, 1.3769], [-1.9406, 2.1410, 0.1874], [2.3423, 0.7619, 0.5079], [0.3468, 2.0233, 0.5939], [-2.0784, -0.8799, 1.6871], [3.2046, -0.6986, -1.1465], [1.5284, -0.7153, 1.1266]], "gap_ev": 8.334, "homo_ha": -0.277, "smiles": "[H]/N=C(/N)CC=C(N)N", "spin_multiplicity": 1}

***

Which of them is most stable? Easy: <S>.

***

<P>
{"formula": "C6H14N3", "method": "wB97M-V/def2-TZVPD", "species": ["N", "N", "N", "C", "C", "C", "C", "C", "C", "H", "H", "H", "H", "H", "H", "H", "H", "H", "H", "H", "H", "H", "H"], "xyz": [[-1.6513, -0.1846, 1.6061], [-2.5347, 1.9160, 1.9955], [-0.8452, 1.6515, 0.4512], [1.4937, -2.2887, -1.7787], [-0.8035, 3.0697, 0.1095], [0.5008, -2.5069, -2.8320], [-1.6738, 1.1282, 1.3477], [3.3130, -1.8896, 0.1495], [2.3195, -2.1074, -0.9032], [0.2845, -3.5833, -2.9377], [-0.9928, -0.7915, 1.1116], [-3.1745, 1.5166, 2.6867], [-2.2922, -0.5813, 2.2978], [-0.5521, 3.6869, 0.9884], [-0.4380, -1.9817, -2.5884], [-0.0260, 3.2182, -0.6587], [-1.7697, 3.4131, -0.2968], [2.9093, -1.2159, 0.9240], [3.5852, -2.8475, 0.6236], [0.8762, -2.1270, -3.7971], [-2.5545, 2.9200, 1.8003], [-0.1985, 1.0190, -0.0267], [4.2247, -1.4342, -0.2724]], "gap_ev": 8.809, "homo_ha": -0.437, "total_charge": 1, "spin_multiplicity": 1}

***

<Q>
{"formula": "C6H14N3", "method": "wB97M-V/def2-TZVPD", "species": ["N", "N", "N", "C", "C", "C", "C", "C", "C", "H", "H", "H", "H", "H", "H", "H", "H", "H", "H", "H", "H", "H", "H"], "xyz": [[0.3351, 0.6219, 0.0213], [2.8909, 0.2665, 0.2591], [1.3317, -1.4310, 0.1404], [1.6925, -0.1756, 0.0408], [-1.8514, -0.1482, 0.8709], [-0.0465, -1.7008, 0.0727], [-1.3894, -0.1716, -1.5884], [-0.7779, -0.3454, -0.2191], [0.2334, 2.0588, 0.2879], [-2.0805, 0.9696, 0.8658], [1.9268, -2.2549, 0.3597], [-1.5570, -0.1676, 1.9258], [-0.2040, -2.2539, -0.8561], [-0.0120, 2.8158, -0.6096], [-2.7651, -0.8276, 0.7672], [1.2177, 2.3565, 0.7865], [3.1723, 1.2176, 0.1437], [-2.2220, -0.8027, -1.5425], [3.6296, -0.4703, 0.2665], [-1.7117, 0.9583, -1.5937], [-0.4866, -2.2182, 0.9713], [-0.6232, 2.2295, 0.9947], [-0.7029, -0.5264, -2.3650]], "gap_ev": 9.932, "homo_ha": -0.477, "smiles": "CN1C(=[NH2+])NCC1(C)C", "total_charge": 1, "spin_multiplicity": 1}

***

Which of them is most stable? Easy: <P>.

***

<P>
{"formula": "C10H40N20O10", "method": "wB97M-V/def2-TZVPD", "species": ["O", "O", "O", "O", "O", "O", "O", "O", "O", "O", "N", "N", "N", "N", "N", "N", "N", "N", "N", "N", "N", "N", "N", "N", "N", "N", "N", "N", "N", "N", "C", "C", "C", "C", "C", "C", "C", "C", "C", "C", "H", "H", "H", "H", "H", "H", "H", "H", "H", "H", "H", "H", "H", "H", "H", "H", "H", "H", "H", "H", "H", "H", "H", "H", "H", "H", "H", "H", "H", "H", "H", "H", "H", "H", "H", "H", "H", "H", "H", "H"], "xyz": [[-2.1911, 1.3488, 4.4466], [3.8539, -2.0414, 2.9513], [-2.2232, 0.2952, -3.2362], [-3.3710, -4.4047, 0.6473], [3.4783, 4.6224, -3.4948], [-0.5509, -2.3633, 0.6276], [3.4265, 3.0784, 3.3107], [0.1073, 2.0385, -0.5359], [4.7101, -0.4368, -0.2467], [-6.5728, -1.4101, -2.3156], [0.2634, -2.9680, -1.3243], [1.4142, 2.1402, 3.4358], [2.0579, 3.0723, 1.6473], [-3.6314, -2.4536, 1.3765], [-4.8346, -3.9845, 2.2874], [3.7778, 0.0973, 2.3736], [-2.5456, 1.1564, 2.2187], [-3.4080, 1.5608, -4.4899], [2.0855, 3.0786, -2.5821], [6.2660, -2.0580, -0.4127], [-1.9507, 2.5904, -3.3139], [1.5183, 5.2563, -2.8472], [3.6675, -0.4383, 4.4596], [-2.4583, -0.6148, 3.4682], [-4.4661, -0.8552, -1.8818], [-0.8250, 0.0743, -0.4921], [6.7039, 0.0377, -1.0242], [1.2042, 0.1800, 0.2113], [-4.9304, -1.4776, -3.7669], [-0.1664, -4.5150, 0.2430], [5.8544, -0.7922, -0.4397], [2.3425, 2.8039, 2.8476], [3.7250, -0.8853, 3.2274], [-0.0557, -3.2335, -0.0724], [-2.4627, 1.4188, -3.6534], [0.1812, 0.8780, -0.2324], [2.4451, 4.3096, -2.9684], [-5.4303, -1.2457, -2.6585], [-2.3686, 0.6922, 3.4233], [-3.9916, -3.6363, 1.3452], [7.1787, -2.3478, -0.7338], [-1.0449, 2.6067, -2.8674], [0.4606, -2.0069, -1.5642], [-2.5188, -1.1269, 2.5997], [-3.7322, -0.4751, -2.4623], [1.6831, 1.6998, 4.3040], [-4.2083, -1.8050, 1.8928], [1.6296, 6.0735, -3.4301], [-0.8012, -4.8030, 0.9739], [0.5843, 4.8829, -2.7555], [-5.2753, -3.3677, 2.9548], [3.8395, 1.0442, 2.7197], [1.2679, 2.7115, 1.1317], [3.7169, 0.5580, 4.6179], [-3.9572, -1.7316, -3.8588], [3.4577, -1.0684, 5.2205], [0.4418, 2.0994, 3.1658], [-4.6990, -0.4928, -0.9683], [2.9055, 2.5253, -2.3781], [-5.0103, -4.9784, 2.2483], [2.0966, 0.6230, 0.3770], [-0.8214, -0.8593, -0.1067], [-2.8561, -2.2303, 0.7689], [2.8550, 3.4426, 1.1496], [0.5978, -3.7291, -1.8979], [-3.7242, 0.7776, -5.0437], [-2.2275, 2.0793, 1.9594], [-1.6336, 0.5201, -0.9014], [7.6749, -0.1140, -1.2568], [0.1284, -5.2138, -0.4240], [-3.3144, 2.4735, -4.9123], [-2.5508, 3.3954, -3.4233], [6.2713, 0.9492, -1.0705], [4.0499, -0.3004, 1.4860], [1.2361, 2.9344, -2.0550], [-5.7003, -1.7457, -4.3630], [-2.3234, -1.1825, 4.2926], [0.8925, -0.4896, 0.9002], [5.6823, -2.8720, -0.2831], [-2.9000, 0.6283, 1.4340]], "gap_ev": [8.533, 2.270], "homo_ha": [-0.406, -0.406], "total_charge": 1, "spin_multiplicity": 2}

***

<Q>
{"formula": "C10H40N20O10", "method": "wB97M-V/def2-TZVPD", "species": ["O", "O", "O", "O", "O", "O", "O", "O", "O", "O", "N", "N", "N", "N", "N", "N", "N", "N", "N", "N", "N", "N", "N", "N", "N", "N", "N", "N", "N", "N", "C", "C", "C", "C", "C", "C", "C", "C", "C", "C", "H", "H", "H", "H", "H", "H", "H", "H", "H", "H", "H", "H", "H", "H", "H", "H", "H", "H", "H", "H", "H", "H", "H", "H", "H", "H", "H", "H", "H", "H", "H", "H", "H", "H", "H", "H", "H", "H", "H", "H"], "xyz": [[-2.8755, 0.5923, -2.7308], [-3.4573, 0.6664, 2.6446], [6.7236, -2.1453, 1.5415], [1.6584, 1.8732, -2.9288], [0.8450, -1.2603, -3.3103], [-7.1943, 0.5570, -0.3032], [1.8143, -4.7899, 1.3988], [0.6232, 2.0333, 5.3633], [3.2312, 1.6995, 1.9842], [-0.4127, -0.0626, 0.8650], [-4.9680, 0.3873, -0.5213], [3.5186, 2.4188, 4.1541], [-6.1710, 0.2363, -2.2373], [5.0872, 2.6281, 2.5902], [-1.2241, 2.2794, 4.2557], [0.7494, -3.1959, -4.4531], [-2.6751, -1.2853, 1.8997], [1.5180, 0.4102, -0.1366], [0.3668, -3.0466, 1.0750], [-4.6259, -1.2274, 2.5988], [0.2736, -4.9479, -0.0903], [-1.9235, 0.0441, -4.6254], [-0.3408, 0.4947, -1.2983], [-0.2624, -3.0534, -2.5210], [-0.0396, 0.5795, 3.7862], [6.2784, -0.6775, 3.1489], [2.1197, 3.9633, -3.4368], [0.8478, 3.5629, -1.7646], [5.2222, -0.4867, 1.3071], [-3.9243, 1.0142, -4.6637], [0.2073, 0.2355, -0.1338], [0.5124, -2.4698, -3.4046], [3.8945, 2.2813, 2.8102], [-2.8728, 0.6196, -3.9675], [-0.1121, 1.6978, 4.4506], [6.0070, -1.2097, 1.9990], [-3.5465, -0.5026, 2.4584], [1.5137, 3.0652, -2.7686], [0.8135, -4.3029, 0.9050], [-6.1974, 0.4313, -1.0095], [2.5465, 2.3501, 4.4193], [-0.5189, -4.7263, -0.6759], [-1.8383, -0.7634, 1.6817], [-1.3456, 0.4686, -1.3970], [0.7939, -2.5513, 1.8446], [0.1789, 0.7383, -2.1294], [-7.0395, 0.0334, -2.7113], [-2.9464, -2.0844, 1.3447], [-4.8246, 0.1087, 0.4388], [5.5540, 3.4133, 3.0211], [-0.5253, -2.7174, 0.7346], [0.2159, -4.0468, -4.5599], [2.0065, 0.2942, 0.7398], [4.5276, 0.1448, 1.6796], [0.5713, 3.0562, -0.9358], [1.9337, 0.6505, -1.0252], [2.4850, 3.6321, -4.3182], [0.8047, -5.7936, -0.2414], [-4.4553, -2.2203, 2.6714], [0.8117, 4.5704, -1.7034], [0.7739, 0.0327, 4.0300], [7.1365, -1.0294, 3.5488], [5.3050, 2.3993, 1.6309], [6.0473, 0.2845, 3.3518], [-1.8546, 1.6946, 3.7260], [-1.9520, 0.1854, -5.6250], [-5.5011, -0.7795, 2.8302], [-4.4941, 1.7641, -4.2989], [-0.6859, 0.3256, 3.0528], [-0.7058, -2.5030, -1.7995], [0.9910, -2.6172, -5.2448], [-1.2080, -0.4262, -4.0896], [-0.4149, -4.0453, -2.6347], [-4.1013, 0.3175, -1.0352], [4.1646, 2.9855, 4.6849], [-1.4664, 2.9649, 4.9568], [-5.3020, 0.0965, -2.7328], [5.0631, -1.1276, 0.5428], [2.0849, 4.8911, -3.0391], [-3.8186, 0.9217, -5.6638]], "gap_ev": [8.315, 2.718], "homo_ha": [-0.405, -0.405], "total_charge": 1, "spin_multiplicity": 2}

***

Which of them is most stable? Easy: <Q>.

***

<P>
{"formula": "C3H6FN", "method": "wB97M-V/def2-TZVPD", "species": ["F", "N", "C", "C", "C", "H", "H", "H", "H", "H", "H"], "xyz": [[1.8248, -0.8555, -1.1328], [1.5566, 0.5208, 0.6251], [-1.7014, 0.1446, 0.2645], [1.0167, 0.0723, -0.6702], [-0.9638, -0.7851, -0.3449], [1.9558, -0.2128, 1.1254], [-1.0092, -1.8681, -0.5395], [0.7725, 0.7581, -1.4112], [-1.6604, 1.2711, 0.3556], [0.8672, 1.0931, 1.0826], [-2.6590, -0.1386, 0.6453]], "gap_ev": 9.422, "homo_ha": -0.303, "spin_multiplicity": 1}

***

<Q>
{"formula": "C3H6FN", "method": "wB97M-V/def2-TZVPD", "species": ["F", "N", "C", "C", "C", "H", "H", "H", "H", "H", "H"], "xyz": [[1.3767, -0.9907, 1.3420], [1.8092, -0.0501, -0.6804], [2.3272, -0.4652, 0.5014], [-1.5148, -0.4180, 0.3597], [-1.4688, 0.8142, -0.0356], [-1.8998, -1.2655, -0.2230], [-0.8468, 1.5388, 0.5715], [-0.9838, -0.9059, 1.2158], [0.7212, 0.1090, -0.7897], [2.4281, 0.2388, -1.4730], [-1.9483, 1.3946, -0.7888]], "gap_ev": 10.057, "homo_ha": -0.334, "spin_multiplicity": 1}

***

Which of them is most stable? Easy: <Q>.